Entry 1:
An isolated molecule of C9H14O2Si. Source: the OMol25 dataset; level of theory: ωB97M-V/def2-TZVPD.

Structure (ORCA input):
```
! wB97M-V def2-TZVPD RIJCOSX def2/J DEFGRID3
* xyz 0 1
C -1.36 1.93 1.13
C -0.32 0.91 1.60
C 1.14 1.58 1.64
Si -0.39 -0.89 0.93
O 1.22 -1.86 1.94
O -1.76 -1.60 1.40
C -0.27 -1.16 -0.89
C 0.27 -0.16 -1.74
C 0.49 -0.43 -3.06
C 0.11 -1.66 -3.52
C -0.20 -2.75 -2.67
C -0.42 -2.48 -1.33
H -2.22 1.38 0.91
H -1.56 2.66 1.91
H -0.86 2.62 0.33
H -0.65 0.76 2.57
H 1.38 2.09 0.69
H 1.85 0.70 1.55
H 1.17 2.26 2.45
H 1.55 -2.39 1.29
H -2.06 -1.59 2.37
H 0.50 0.86 -1.46
H 0.88 0.14 -3.83
H 0.27 -1.71 -4.55
H -0.43 -3.76 -2.88
H -0.60 -3.20 -0.47
*
```

Summary:
electronic energy	-21532.60212	eV
HOMO energy	-9.6	eV
SMILES string	CC(C)[Si](O)(O)c1ccccc1
energy relative to the best compared isomer or geometry (same formula, charge and spin)	40.97	kcal/mol

Atomic partial charges in e from the Mulliken method, atoms 1 to 2: number 1, C, carries -1.394; number 2, C, carries 0.218


Entry 2:
An isolated molecule of C9H14O3S2. Source: the OMol25 dataset; level of theory: ωB97M-V/def2-TZVPD.

Structure (ORCA input):
```
! wB97M-V def2-TZVPD RIJCOSX def2/J DEFGRID3
* xyz 0 1
C -2.53 0.44 -1.65
C -1.38 0.98 -1.25
C -3.31 -0.65 -0.96
C -2.89 -1.90 -0.89
C 2.91 0.23 0.89
C 2.86 -1.22 0.68
C -0.45 0.44 -0.12
C 0.77 -0.25 -0.77
C -0.25 1.84 1.81
O 3.07 0.37 -1.85
O 0.43 -1.52 1.45
O 0.09 1.64 0.50
S 2.19 0.94 -0.84
S 1.19 -1.73 0.23
H -3.10 0.93 -2.40
H -0.84 1.62 -1.94
H 0.52 -0.56 -1.75
H -4.26 -0.38 -0.41
H -1.98 -2.29 -1.37
H -3.53 -2.81 -0.69
H 2.08 0.46 1.56
H 3.80 0.79 1.19
H 3.50 -1.37 -0.14
H 3.26 -1.82 1.54
H -0.98 -0.09 0.59
H 0.24 1.12 2.53
H -1.45 1.85 2.03
H 0.06 2.94 2.04
*
```

Summary:
electronic energy	-37368.00125	eV
HOMO energy	-8.8	eV
energy relative to the best compared isomer or geometry (same formula, charge and spin)	48.98	kcal/mol

Atomic partial charges in e from the Mulliken method, atoms 1 to 2: number 1, C, carries -0.284; number 2, C, carries -1.090


Entry 3:
A 2-piece molecular cluster, C9H14OS overall. Source: the OMol25 dataset; level of theory: ωB97M-V/def2-TZVPD.

Structure (ORCA input):
```
! wB97M-V def2-TZVPD RIJCOSX def2/J DEFGRID3
* xyz 0 1
C 1.15 -2.59 -0.08
C 0.07 -1.61 -0.61
C 0.27 -1.05 -1.86
C -0.43 0.00 -2.44
C -1.43 0.42 -1.60
O -2.39 1.43 -1.88
C -1.79 -0.03 -0.37
C -1.05 -1.19 0.11
H 1.96 -2.39 -0.78
H 0.91 -3.61 -0.26
H 1.46 -2.44 1.07
H 1.23 -1.52 -2.38
H -0.07 0.63 -3.17
H -2.39 1.72 -2.83
H -2.40 0.31 0.37
H -1.26 -1.73 0.97
C 0.49 0.64 2.96
S 1.76 1.37 1.74
C 0.88 2.33 0.47
H 0.93 1.06 3.95
H -0.54 0.98 3.07
H 0.42 -0.46 2.97
H 1.09 3.41 0.88
H -0.13 2.03 0.22
H 1.27 2.31 -0.52
*
```

Summary:
electronic energy	-22439.94172	eV
HOMO energy	-8.3	eV
SMILES string	Cc1ccc(O)cc1.CSC
energy relative to the best compared isomer or geometry (same formula, charge and spin)	62.38	kcal/mol

Atomic partial charges in e from the Mulliken method, atoms 1 to 2: number 1, C, carries -1.243; number 2, C, carries 0.500


Entry 4:
An isolated molecule of C9H14OS3. Source: the OMol25 dataset; level of theory: ωB97M-V/def2-TZVPD.

Structure (ORCA input):
```
! wB97M-V def2-TZVPD RIJCOSX def2/J DEFGRID3
* xyz 0 1
C 1.89 -1.18 1.83
C 1.92 0.13 2.36
C 0.72 0.73 2.85
C -1.93 1.81 0.73
C -2.42 0.71 0.26
C -1.67 -0.35 -0.52
C -0.53 -0.76 -2.96
C 0.68 -0.46 -2.27
C 1.56 -1.35 -1.86
H 2.69 -1.82 1.33
H 0.91 -1.80 1.61
H 2.87 0.53 2.42
H -0.08 -0.08 2.66
H 0.71 0.75 4.06
H -2.74 2.55 1.15
H -3.48 0.45 0.23
H -2.00 -1.34 -0.18
H -0.59 -0.35 -0.35
H -0.93 -1.69 -2.46
H -0.46 -0.70 -3.99
H 1.20 0.50 -2.19
H 1.48 -2.34 -1.74
H 2.48 -0.84 -1.33
O -0.90 1.63 -2.30
S 0.46 2.57 2.45
S -0.20 2.36 0.55
S -1.65 0.32 -2.33
*
```

Summary:
electronic energy	-44107.44995	eV
HOMO energy	-8.6	eV
energy relative to the best compared isomer or geometry (same formula, charge and spin)	89.38	kcal/mol

Atomic partial charges in e from the Mulliken method, atoms 1 to 2: number 1, C, carries -0.820; number 2, C, carries -0.029


Entry 5:
A 2-piece molecular cluster, C9H14S overall. Source: the OMol25 dataset; level of theory: ωB97M-V/def2-TZVPD.

Structure (ORCA input):
```
! wB97M-V def2-TZVPD RIJCOSX def2/J DEFGRID3
* xyz 0 1
C 2.09 -0.39 -1.76
C 1.00 -1.06 -1.00
C 1.41 -1.71 0.24
C 0.49 -2.35 1.00
C -0.89 -2.37 0.63
C -1.24 -1.85 -0.57
C -0.31 -1.24 -1.39
H 3.04 -0.82 -1.46
H 2.16 0.70 -1.55
H 1.90 -0.39 -2.85
H 2.45 -1.57 0.49
H 0.76 -2.78 1.96
H -1.57 -2.88 1.29
H -2.32 -1.69 -0.77
H -0.53 -1.05 -2.44
C -1.22 1.21 0.10
S -0.01 2.60 0.23
C -0.65 3.55 1.69
H -2.13 1.46 0.62
H -1.47 1.15 -0.95
H -0.64 0.41 0.56
H -1.49 2.97 2.07
H -0.94 4.53 1.35
H 0.13 3.54 2.49
*
```

Summary:
electronic energy	-20394.39937	eV
HOMO energy	-8.3	eV
SMILES string	Cc1ccccc1.CSC
energy relative to the best compared isomer or geometry (same formula, charge and spin)	20.45	kcal/mol

Atomic partial charges in e from the Mulliken method, atoms 1 to 2: number 1, C, carries -1.316; number 2, C, carries 0.929


Entry 6:
A 2-piece molecular cluster, C9H14S overall. Source: the OMol25 dataset; level of theory: ωB97M-V/def2-TZVPD.

Structure (ORCA input):
```
! wB97M-V def2-TZVPD RIJCOSX def2/J DEFGRID3
* xyz 0 1
C 1.79 0.86 -1.59
C 0.71 -0.14 -1.90
C -0.58 0.40 -2.15
C -1.69 -0.41 -2.23
C -1.54 -1.78 -2.05
C -0.36 -2.39 -1.71
C 0.75 -1.51 -1.61
H 1.66 1.46 -0.62
H 1.98 1.55 -2.27
H 2.77 0.37 -1.48
H -0.81 1.53 -2.04
H -2.66 0.15 -2.19
H -2.54 -2.25 -1.95
H -0.10 -3.50 -1.59
H 1.59 -1.82 -1.03
C 0.37 -0.66 2.20
C -0.48 0.63 2.26
S 0.19 2.04 3.22
H 1.21 -0.75 2.96
H 1.09 -0.63 1.28
H -0.25 -1.54 2.21
H -0.51 0.93 1.17
H -1.47 0.52 2.86
H 1.17 1.29 3.86
*
```

Summary:
electronic energy	-20393.31437	eV
HOMO energy	-8.9	eV
SMILES string	Cc1ccccc1.CCS
energy relative to the best compared isomer or geometry (same formula, charge and spin)	45.47	kcal/mol

Atomic partial charges in e from the Mulliken method, atoms 1 to 2: number 1, C, carries -1.595; number 2, C, carries 0.565


Entry 7:
C9H15AuCl2MnO6P as an isolated structure. Source: the OMol25 dataset; level of theory: ωB97M-V/def2-TZVPD.

Structure (ORCA input):
```
! wB97M-V def2-TZVPD RIJCOSX def2/J DEFGRID3
* xyz 4 7
Mn -0.94 -0.11 -5.45
Au 0.16 0.15 1.23
Cl -1.81 -0.28 -3.35
Cl -4.31 1.72 -8.67
C 0.56 1.07 -0.43
C -0.54 -1.80 -6.17
C 0.65 0.93 -5.47
O 0.79 1.59 -1.43
O -0.03 -2.75 -6.61
O 1.75 1.27 -5.60
C -2.20 -4.30 2.83
C -2.07 -2.86 3.27
O -0.70 -2.42 2.96
P -0.24 -0.95 3.23
O -1.36 -0.21 4.06
C -1.05 0.89 4.98
C -2.35 1.51 5.41
O 1.06 -0.98 4.12
C 2.01 -2.11 4.06
C 3.32 -1.65 4.61
H -1.45 -4.92 3.32
H -2.04 -4.37 1.73
H -3.17 -4.68 3.05
H -2.78 -2.21 2.73
H -2.22 -2.75 4.33
H -0.53 0.47 5.84
H -0.40 1.63 4.48
H -3.00 0.78 5.90
H -2.14 2.31 6.13
H -2.90 1.95 4.57
H 1.59 -2.93 4.64
H 2.13 -2.43 3.01
H 3.23 -1.29 5.63
H 4.01 -2.51 4.61
H 3.75 -0.86 3.98
*
```

Summary:
electronic energy	-91156.59531	eV
HOMO energy (alpha / beta)	-21.4 / -21.2	eV

Atomic partial charges in e from the Mulliken method, atoms 1 to 2: number 1, Mn, carries 0.267; number 2, Au, carries 0.442


Entry 8:
C9H15BiCl2DyO3P as an isolated structure. Source: the OMol25 dataset; level of theory: ωB97M-V/def2-TZVPD.

Structure (ORCA input):
```
! wB97M-V def2-TZVPD RIJCOSX def2/J DEFGRID3
* xyz 4 6
Dy -0.98 -0.37 -2.55
Bi 0.45 -0.31 0.19
Cl -1.66 -2.51 -1.28
Cl -1.44 1.95 -1.62
C 1.14 1.68 0.87
C 0.02 -2.29 -4.13
C 0.11 0.87 -4.62
O 1.73 2.58 1.29
O 0.32 -3.19 -4.73
O 0.47 1.53 -5.50
C 1.28 -2.83 3.53
C -0.23 -2.78 3.23
P -0.72 -1.31 2.26
C -2.43 -1.69 1.86
C -3.32 -2.00 3.06
C -0.20 0.08 3.32
C -0.69 -0.03 4.78
H 1.87 -2.86 2.60
H 1.48 -3.74 4.11
H 1.60 -1.96 4.14
H -0.53 -3.68 2.64
H -0.83 -2.77 4.16
H -2.85 -0.86 1.26
H -2.43 -2.57 1.19
H -3.37 -1.14 3.74
H -4.34 -2.23 2.69
H -2.95 -2.90 3.60
H 0.90 0.15 3.31
H -0.58 1.02 2.87
H -0.26 -0.92 5.28
H -0.34 0.86 5.32
H -1.78 -0.07 4.82
*
```

Summary:
electronic energy	-79927.37320	eV
HOMO energy (alpha / beta)	-24.2 / -24.2	eV

Atomic partial charges in e from the Mulliken method, atoms 1 to 2: number 1, Dy, carries 0.892; number 2, Bi, carries 1.499


Entry 9:
C9H15Cl3N2O2RhSe2Si as an isolated structure. Source: the OMol25 dataset; level of theory: ωB97M-V/def2-TZVPD.

Structure (ORCA input):
```
! wB97M-V def2-TZVPD RIJCOSX def2/J DEFGRID3
* xyz 1 5
Rh -0.61 0.04 0.22
C 4.24 -0.42 -0.30
Se 2.42 0.19 -0.54
C 2.50 1.44 1.02
C 1.76 2.74 0.78
Se -0.15 2.50 0.38
C -0.06 2.66 -1.57
H 4.38 -0.79 0.71
H 4.90 0.42 -0.50
H 4.42 -1.22 -1.01
H 3.56 1.65 1.20
H 2.10 0.90 1.88
H 2.21 3.31 -0.03
H 1.79 3.35 1.69
H 0.41 3.61 -1.81
H -1.08 2.65 -1.95
H 0.50 1.83 -2.01
Cl -3.45 1.17 -2.43
Si -2.64 -0.14 -1.08
Cl -3.97 -1.66 -0.80
Cl -2.94 1.13 0.82
C -1.90 -4.03 2.27
N -0.74 -3.65 1.49
C 0.02 -4.54 0.81
C 1.06 -4.16 0.04
C 1.34 -2.75 -0.12
O 2.27 -2.31 -0.81
N 0.53 -1.90 0.56
C -0.49 -2.31 1.33
O -1.21 -1.45 1.87
H -1.85 -5.09 2.50
H -2.81 -3.81 1.71
H -1.92 -3.45 3.18
H -0.25 -5.58 0.94
H 1.67 -4.86 -0.49
*
```

Summary:
electronic energy	-195792.80312	eV
HOMO energy (alpha / beta)	-11.2 / -12.3	eV
energy relative to the best compared isomer or geometry (same formula, charge and spin)	13.41	kcal/mol

Atomic partial charges in e from the Mulliken method, atoms 1 to 2: number 1, Rh, carries 0.585; number 2, C, carries -1.080


What did we get for F_max? Answer: 6.6; 4.3; 7.2; 6.5; 2.4; 5.2; 9.4; 7.9; 1.6 eV/Å, in the order shown.